Here is a structure of composition C30H33CoN6P2Se2 from the Open Molecules 2025 dataset. Energies are from ωB97M-V with the def2-TZVPD basis set.

Values from the calculation:
* HOMO-LUMO gap (alpha / beta): 9.0 / 6.0 eV
* E: -8359.46170 a.u.
* LUMO (alpha / beta): -4.79 / -7.83 eV
* energy above the lowest of the compared OMol25 structures with the same formula, charge and spin: 0.0 kcal per mole

```
! RIJCOSX wB97M-V def2-TZVPD def2/J DEFGRID3
* xyz 2 5
Se -1.91 -0.72 2.83
Se 2.97 2.22 0.70
Co 3.23 0.75 -1.35
P 1.05 1.38 1.25
P -2.07 -1.08 0.67
N 4.72 -0.63 -0.71
N 3.28 2.20 -2.91
N 1.36 -0.04 -1.04
N 3.39 -0.56 -3.14
N -0.35 -1.32 -1.35
N 0.79 -0.94 -1.84
C 1.15 0.53 2.83
C 3.52 0.26 -4.35
C -4.23 2.03 -0.75
C -5.78 0.36 0.05
C -3.41 -0.03 0.15
C 1.13 -0.86 2.89
C 0.55 0.17 0.02
C -3.26 -4.42 -1.25
C 1.43 0.64 5.21
C -2.98 -3.10 -0.94
C -2.51 -5.10 0.94
C 4.53 -1.89 -1.46
C -1.28 4.48 0.14
C 1.32 1.28 3.99
C -5.53 1.60 -0.52
C -2.23 -3.79 1.26
C 1.39 -0.74 5.28
C -3.03 -5.42 -0.31
C -3.16 1.22 -0.41
C -2.18 4.61 1.19
C -1.12 2.78 2.34
C 4.45 -1.55 -2.94
C -0.55 -0.66 -0.18
C 2.77 1.56 -4.14
C -0.30 3.51 0.19
C -2.46 -2.79 0.32
C -4.72 -0.47 0.39
C -0.22 2.65 1.29
C -2.10 3.77 2.29
C 1.25 -1.50 4.13
H -2.35 -5.89 1.67
H 3.15 -0.25 -5.24
H 4.21 2.57 -3.07
H 1.56 1.23 6.11
H -3.15 -2.32 -1.67
H 2.88 2.21 -5.01
H -3.26 -6.44 -0.55
H -2.80 3.87 3.11
H -2.14 1.55 -0.59
H -4.90 -1.44 0.82
H -4.05 3.00 -1.20
H -1.07 2.13 3.20
H 5.67 -0.29 -0.84
H 4.58 0.47 -4.51
H 0.43 3.43 -0.61
H 1.37 2.37 3.94
H -6.79 0.03 0.22
H 2.48 -1.02 -3.13
H 1.24 -2.58 4.18
H -1.85 -3.54 2.24
H -6.36 2.24 -0.79
H 1.48 -1.24 6.24
H 1.05 -1.46 1.99
H 5.34 -2.60 -1.27
H -3.67 -4.67 -2.22
H -2.94 5.38 1.16
H 5.39 -1.12 -3.27
H -1.33 5.15 -0.70
H 3.60 -2.34 -1.13
H 2.72 3.00 -2.65
H 4.29 -2.46 -3.53
H 1.70 1.36 -4.00
H 4.62 -0.78 0.29
*
```